C22H24N4O4S | ωB97M-V with the def2-TZVPD basis set

As for the orbital gap: 0.33337 Eh. The value obtained for the molar mass is 440.5 Da. The calculation puts the HOMO energy at -8.76 eV. Its LUMO energy is 0.01149 Ha. The calculation puts the total energy at -1770.9409 hartree. The SMILES is CC(=O)Nc1ccc(S(=O)(=O)N2CCC(c3nnc(-c4ccc(C)cc4)o3)CC2)cc1.

```
55
Properties=species:S:1:pos:R:3:forces:R:3:nbo_charge:R:1
C 5.63546 0.93354 -0.18655 -0.01 0.01 -0.27 -0.716
C 4.18186 1.11397 -0.56643 0.38 -0.10 0.23 0.694
O 3.77558 1.05843 -1.70064 -0.10 0.02 -0.27 -0.586
N 3.39163 1.36202 0.52667 0.01 0.08 0.46 -0.612
C 2.03244 1.66340 0.57031 -0.34 0.10 -0.05 0.180
C 1.30260 1.99897 -0.56975 0.05 -0.01 -0.14 -0.258
C -0.03111 2.34525 -0.45278 0.03 0.03 0.00 -0.116
C -0.64259 2.33749 0.78702 -0.78 0.17 0.09 -0.389
S -2.39126 2.70347 0.92487 -0.05 -0.04 0.02 2.336
O -2.75150 3.67754 -0.06045 0.19 -0.18 -0.25 -0.936
O -2.69762 2.95839 2.30121 0.21 -0.27 0.07 -0.941
N -3.14634 1.27386 0.50804 0.17 0.95 0.29 -0.666
C -2.87454 0.18389 1.41739 0.09 -0.38 0.67 -0.249
C -3.81008 -0.99197 1.13905 0.15 0.09 -0.09 -0.400
C -3.78391 -1.40985 -0.33486 -0.11 0.21 0.08 -0.272
C -2.50931 -2.05403 -0.75070 -0.32 -0.59 -0.47 0.466
N -2.39025 -2.93761 -1.68887 -1.38 0.49 0.30 -0.291
N -1.08509 -3.23479 -1.80037 1.58 -0.06 0.18 -0.285
C -0.45112 -2.52104 -0.91966 -0.61 -0.45 -0.61 0.452
C 0.96649 -2.52919 -0.64951 0.47 0.19 0.32 -0.145
C 1.80915 -3.28534 -1.46512 -0.14 0.10 0.08 -0.143
C 3.15842 -3.33929 -1.19409 -0.03 0.06 0.07 -0.213
C 3.69896 -2.65761 -0.10622 -0.09 0.02 0.05 0.008
C 5.16547 -2.75391 0.17875 0.00 0.00 -0.05 -0.634
C 2.85276 -1.90003 0.69330 0.13 -0.09 -0.03 -0.234
C 1.49928 -1.82502 0.42687 -0.21 -0.10 -0.18 -0.127
O -1.30901 -1.74029 -0.21341 0.26 -0.03 0.07 -0.429
C -4.04760 -0.17540 -1.21382 0.17 0.04 0.13 -0.392
C -3.03890 0.91977 -0.88830 -0.13 0.06 -0.73 -0.247
C 0.06521 1.99034 1.92262 0.05 0.01 0.13 -0.178
C 1.40323 1.66547 1.81791 0.00 -0.02 -0.13 -0.251
H 6.19912 0.63568 -1.06550 -0.02 -0.02 -0.01 0.245
H 6.03323 1.87739 0.18229 0.05 0.05 0.06 0.235
H 5.74558 0.17977 0.58854 0.03 -0.07 0.11 0.222
H 3.84008 1.31003 1.43109 0.01 0.01 -0.22 0.397
H 1.78657 1.99297 -1.53177 0.00 0.02 -0.02 0.261
H -0.59911 2.65207 -1.31642 0.00 0.02 -0.16 0.232
H -3.03934 0.57196 2.42377 0.03 -0.21 0.00 0.238
H -1.82701 -0.14102 1.33508 -0.14 0.05 0.07 0.195
H -4.82984 -0.69401 1.38527 -0.03 -0.03 0.04 0.221
H -3.53115 -1.83150 1.77811 -0.03 0.03 0.04 0.222
H -4.56802 -2.14937 -0.52528 0.16 0.05 0.02 0.251
H 1.37922 -3.82197 -2.29536 -0.01 -0.08 -0.11 0.238
H 3.80952 -3.92526 -1.82578 0.06 -0.08 -0.08 0.214
H 5.72902 -2.21767 -0.58417 0.12 0.03 -0.01 0.223
H 5.48788 -3.79325 0.15662 0.09 -0.04 0.03 0.226
H 5.40744 -2.33670 1.15348 0.06 0.02 0.06 0.209
H 3.25429 -1.37417 1.54825 0.06 0.04 0.08 0.200
H 0.85150 -1.23332 1.05748 -0.05 0.05 0.05 0.215
H -3.97880 -0.44626 -2.26776 -0.02 0.02 0.01 0.230
H -5.05238 0.19283 -1.00689 -0.06 0.03 -0.04 0.218
H -3.24868 1.82621 -1.45707 0.04 -0.17 -0.13 0.244
H -2.02085 0.57550 -1.13190 -0.07 0.03 -0.04 0.182
H -0.44117 2.00446 2.87473 0.02 -0.01 0.15 0.247
H 1.96861 1.41485 2.70463 0.06 -0.03 0.10 0.211
```
Forces are in eV/Å.

***

C5H8N2OS | ωB97M-V with the def2-TZVPD basis set

As for the orbital gap: 0.34799 Eh. The value obtained for the molar mass is 144.2 Da. The calculation puts the HOMO energy at -8.73 eV. Its LUMO energy is 0.02725 Ha. The calculation puts the total energy at -778.1911 hartree. The SMILES is CSC1(O)N=CCC=N1.

```
17
Properties=species:S:1:pos:R:3:forces:R:3:nbo_charge:R:1
C -1.32357 1.82232 -0.00569 -1.13 -0.42 0.63 -0.747
S -2.16628 0.22895 0.04537 -0.77 0.04 -0.70 0.228
C -0.84824 -0.98020 -0.03988 0.79 -1.24 -0.71 0.324
O -1.37081 -2.31405 -0.16872 -0.54 1.89 1.45 -0.669
N -0.11915 -0.74246 1.16009 -1.55 -0.83 0.81 -0.438
C 1.03757 -0.28919 1.10051 0.73 -0.02 3.35 0.134
C 1.90691 -0.24014 -0.05687 0.02 1.69 0.02 -0.575
C 1.05414 -0.37867 -1.22274 -0.60 -1.36 -0.79 0.134
N -0.13150 -0.78866 -1.22854 -0.50 0.39 -1.34 -0.405
H -2.22010 2.29664 0.40722 0.62 1.06 -0.02 0.238
H -1.05709 2.25659 -0.95886 -0.07 -0.35 -0.39 0.222
H -0.50132 1.87913 0.69388 0.08 0.02 0.30 0.216
H -2.12717 -2.24293 0.44587 0.20 -0.90 -0.23 0.471
H 1.36365 0.04279 2.12133 0.56 -0.25 -1.00 0.184
H 2.37304 0.73313 -0.06949 0.52 0.44 -0.10 0.238
H 2.69961 -0.95636 -0.02390 0.50 -0.66 0.03 0.260
H 1.43029 -0.32689 -2.19957 1.14 0.50 -1.29 0.184
```
Forces are in eV/Å.

***

H12O6 | ωB97M-V with the def2-TZVPD basis set

As for the orbital gap: 0.40558 Eh. The value obtained for the molar mass is 108.1 Da. The calculation puts the HOMO energy at -10.79 eV. Its LUMO energy is 0.00913 Ha. The calculation puts the total energy at -458.5644 hartree. The SMILES is O.O.O.O.O.O.

```
18
Properties=species:S:1:pos:R:3:forces:R:3:nbo_charge:R:1
O 1.06111 1.75694 -1.28694 1.08 3.15 -3.18 -0.951
H 1.55618 1.14484 -0.84784 1.21 -2.72 2.21 0.477
H 0.16010 1.79056 -1.13119 -2.32 -0.49 1.01 0.474
O 1.72484 -0.10642 1.24362 0.09 -4.14 3.52 -0.964
H 0.92511 -0.57372 0.97121 -0.46 0.63 -0.82 0.467
H 1.85963 -0.89052 2.02803 0.32 3.52 -2.61 0.496
O 3.65659 2.37253 1.19809 -1.47 -1.68 -1.44 -0.944
H 3.60410 1.93296 0.28540 0.31 1.09 1.93 0.465
H 2.84070 1.97836 1.61402 1.20 0.59 -0.47 0.479
O 1.48513 -1.84732 4.42728 -3.38 -2.36 -1.41 -0.934
H 0.69771 -2.27692 4.88952 1.30 0.62 -1.39 0.471
H 1.87415 -1.48115 5.15876 2.10 1.78 2.65 0.464
O -4.27810 -1.15774 -1.40639 -1.13 0.32 0.79 -0.941
H -5.24534 -1.01889 -1.35439 0.78 -0.05 0.19 0.466
H -4.16655 -1.39635 -2.31475 0.42 -0.22 -1.05 0.476
O -2.74617 -0.50750 -4.47007 1.60 4.47 -0.21 -0.949
H -2.11990 0.02885 -3.81404 -1.96 -1.89 -1.93 0.475
H -2.88929 0.25149 -5.19031 0.32 -2.62 2.21 0.474
```
Forces are in eV/Å.

***

C34H42N4O3 | ωB97M-V with the def2-TZVPD basis set

As for the orbital gap: 0.27293 Eh. The value obtained for the molar mass is 554.7 Da. The calculation puts the HOMO energy at -8.29 eV. Its LUMO energy is -0.03164 Ha. The calculation puts the total energy at -1765.4594 hartree. The SMILES is CCOc1c(CC)ccc2c1C(=O)C=C([C@@H](C)CC)C2=O.c1cc[nH]c1.c1cc[nH]c1.c1cc[nH]c1.c1cc[nH]c1.

```
83
Properties=species:S:1:pos:R:3:forces:R:3:mulliken_charge:R:1
C -5.22630 -0.37311 1.31136 -0.17 0.00 0.05 -0.892
C -4.29732 -0.20720 2.49193 -0.09 0.26 0.13 -0.666
O -3.03792 -0.89378 2.39633 -0.06 -0.12 0.00 -0.667
C -2.70946 -1.53150 1.23719 0.07 0.08 -0.07 0.575
C -2.93975 -2.90286 1.08251 0.07 -0.03 -0.20 0.629
C -3.59670 -3.82704 2.08848 -0.05 0.02 0.11 -0.667
C -4.00804 -3.30195 3.45964 0.07 -0.09 0.05 -1.312
C -2.52927 -3.50536 -0.11171 0.04 0.10 -0.04 -0.877
C -1.88182 -2.81010 -1.11680 0.00 0.15 0.07 -1.267
C -1.59560 -1.46548 -0.91848 -0.15 -0.03 0.10 1.126
C -2.02480 -0.81976 0.24032 -0.02 -0.14 -0.04 0.623
C -1.71875 0.63822 0.34804 0.12 -0.06 -0.02 -0.452
O -2.40462 1.43042 0.95543 0.04 0.03 0.08 -0.594
C -0.48671 1.07925 -0.36009 -0.03 -0.17 -0.11 -0.157
C -0.01509 0.44883 -1.44231 0.02 0.23 0.00 -0.107
C 1.26255 0.91237 -2.13709 0.18 -0.33 0.24 1.119
C 2.35526 1.12561 -1.06012 -0.15 -0.06 -0.12 -1.672
C 1.79611 -0.06757 -3.19406 -0.02 0.20 -0.09 -1.285
C 2.23844 -1.41800 -2.62525 -0.14 0.00 0.03 -1.187
C -0.85787 -0.68547 -1.95570 -0.04 0.11 0.09 -0.183
O -0.97883 -0.93330 -3.13261 0.09 -0.09 -0.09 -0.565
H -4.80832 0.05041 0.39935 0.03 -0.04 -0.01 0.298
H -5.49256 -1.41801 1.13017 0.10 0.00 -0.03 0.127
H -6.14961 0.16494 1.53802 0.03 0.01 -0.03 0.406
H -4.07169 0.84956 2.63347 0.03 -0.04 -0.05 0.417
H -4.77977 -0.57145 3.40304 0.07 -0.02 -0.04 0.489
H -4.46680 -4.26809 1.58994 0.00 -0.02 0.01 0.379
H -2.90576 -4.66070 2.24390 0.01 0.01 -0.05 0.446
H -4.86014 -2.62410 3.41353 0.06 -0.03 0.00 0.139
H -4.29849 -4.14368 4.08982 -0.06 -0.01 -0.03 0.416
H -3.18238 -2.78852 3.94829 -0.06 0.02 0.01 0.431
H -2.72169 -4.56464 -0.24553 -0.01 0.01 0.03 0.441
H -1.57960 -3.29435 -2.03640 0.00 0.02 0.03 0.484
H -0.01231 1.97353 0.03013 -0.07 0.02 0.00 0.426
H 1.04993 1.87002 -2.61932 -0.01 -0.03 -0.10 0.151
H 3.34117 0.96633 -1.49893 0.02 0.13 0.04 0.457
H 2.33373 2.12411 -0.62212 -0.07 0.00 0.01 0.360
H 2.21623 0.38965 -0.26679 0.19 0.04 0.04 0.522
H 1.05365 -0.21336 -3.97301 -0.05 -0.01 0.02 0.553
H 2.65108 0.42301 -3.66937 0.00 -0.05 0.01 0.540
H 3.26038 -1.38938 -2.24770 0.00 -0.01 0.00 0.352
H 1.60480 -1.74371 -1.79411 -0.03 0.02 -0.03 0.279
H 2.17018 -2.18978 -3.39163 0.12 -0.01 0.02 0.333
C 6.26015 -0.30364 2.11606 0.00 -0.01 0.00 -0.439
C 5.25658 -1.21288 2.54921 0.01 0.00 -0.01 -0.441
C 4.06221 -0.54355 2.52745 -0.01 0.02 -0.03 -0.528
N 4.30610 0.73174 2.09718 -0.02 0.02 0.01 0.030
C 5.64164 0.88746 1.84559 -0.03 -0.01 -0.02 -0.567
H 7.31374 -0.50241 2.01493 0.00 0.00 0.00 0.412
H 5.39678 -2.23948 2.84286 0.00 0.00 0.00 0.419
H 3.06569 -0.86517 2.77756 0.00 -0.01 0.01 0.424
H 3.60990 1.44445 1.98160 0.00 0.00 0.00 0.219
H 6.03608 1.82609 1.49620 0.01 0.01 0.02 0.453
C -9.51441 -4.69023 3.19628 0.00 -0.01 0.00 -0.508
C -8.40789 -5.57094 3.34497 -0.02 0.02 0.00 -0.626
C -7.32281 -4.95973 2.77732 0.04 0.02 -0.01 -0.223
N -7.72965 -3.74614 2.29354 0.00 -0.01 0.00 0.074
C -9.06393 -3.57453 2.54339 0.02 0.01 0.00 -0.462
H -10.52425 -4.85796 3.53068 0.00 0.00 0.00 0.392
H -8.40986 -6.53962 3.81550 0.00 0.00 0.00 0.400
H -6.30037 -5.28175 2.67872 -0.01 -0.02 0.01 0.315
H -7.14046 -3.08405 1.82350 0.00 0.01 -0.01 0.273
H -9.57602 -2.67839 2.23821 -0.01 0.00 0.00 0.369
C 2.63829 4.73729 -2.78092 0.05 -0.08 0.04 -0.296
C 1.58536 4.83993 -1.83229 -0.09 -0.08 0.04 -0.221
C 1.76189 6.01125 -1.14615 0.09 0.00 0.00 -0.838
N 2.88587 6.61670 -1.63766 -0.03 -0.06 0.02 0.010
C 3.42637 5.84798 -2.63121 0.07 0.10 -0.02 -0.615
H 2.79902 3.93994 -3.48886 -0.02 0.01 -0.02 0.500
H 0.78771 4.13249 -1.67393 -0.04 0.03 -0.02 0.498
H 1.19113 6.45765 -0.35042 -0.02 0.00 -0.01 0.414
H 3.26381 7.48676 -1.31121 0.00 0.01 -0.01 0.193
H 4.32131 6.15570 -3.14624 -0.03 0.04 -0.03 0.424
C 7.81334 3.37880 -3.94128 0.01 -0.01 0.00 -0.727
C 8.03248 2.74668 -2.68742 0.01 -0.01 -0.01 -0.389
C 6.92900 2.98734 -1.91218 -0.02 0.02 -0.02 -0.436
N 6.05495 3.73919 -2.64672 -0.02 -0.03 0.06 0.122
C 6.58429 3.98124 -3.88398 -0.03 0.01 0.03 -0.233
H 8.47956 3.38706 -4.78748 0.00 0.00 0.00 0.397
H 8.89840 2.17893 -2.39114 0.00 0.00 0.00 0.400
H 6.69223 2.68447 -0.90668 0.01 -0.02 0.00 0.299
H 5.15663 4.06302 -2.32851 -0.02 -0.02 -0.01 0.190
H 6.04358 4.55427 -4.61821 0.01 0.00 -0.01 0.358
```
Forces are in eV/Å.

***

The highest orbital gap belongs to which entry?
H12O6

***

What is the formula in the third record?
H12O6